1.
The following is a quantum chemistry calculation of a cluster of 7 separate species, C31H60Cl2N3O20 in total, from the Open Molecules 2025 dataset.

Calculated values
* multiplicity: 1
* frontier orbital gap: 8.60 eV
* calculated total energy: -103577.480 eV
* net charge: +1
* E_LUMO: -0.125 hartree

Last columns: bonded neighbours and bond lengths (Å).
CARTESIAN COORDINATES (ANGSTROEM)
1 C 1.957 2.968 3.838  C2 1.505, H15 1.088, H16 1.084, H17 1.085
2 C 0.517 2.885 3.407  C1 1.505, Cl3 1.717, C4 1.353
3 Cl -0.595 3.585 4.512  C2 1.717
4 C 0.099 2.350 2.237  C2 1.353, Cl5 1.737, C6 1.532
5 Cl -1.589 2.403 1.831  C4 1.737
6 C 1.069 1.756 1.210  C4 1.532, C7 1.535, N14 1.468, H18 1.096
7 C 0.282 1.312 -0.031  C6 1.535, N8 1.506, H19 1.082, H20 1.082
8 N 1.167 0.584 -1.008  C7 1.506, C9 1.491, H21 1.024, H22 1.021
9 C 1.769 -0.594 -0.320  N8 1.491, C10 1.507, H23 1.082, H24 1.085
10 C 2.616 -0.070 0.811  C9 1.507, O11 1.451, N14 1.427, H25 1.087
11 O 3.580 0.784 0.141  C10 1.451, N12 1.429
12 N 4.280 1.596 1.084  O11 1.429, O13 1.155
13 O 4.773 2.503 0.566  N12 1.155
14 N 1.793 0.604 1.761  C6 1.468, C10 1.427, H26 1.006
15 H 2.585 3.431 3.080  C1 1.088
16 H 2.016 3.593 4.722  C1 1.084
17 H 2.346 2.003 4.147  C1 1.085
18 H 1.739 2.572 0.917  C6 1.096
19 H -0.508 0.623 0.234  C7 1.082
20 H -0.110 2.194 -0.522  C7 1.082
21 H 0.573 0.237 -1.766  N8 1.024
22 H 1.873 1.183 -1.438  N8 1.021
23 H 2.303 -1.237 -1.007  C9 1.082
24 H 0.942 -1.133 0.131  C9 1.085
25 H 3.144 -0.901 1.271  C10 1.087
26 H 2.350 0.859 2.559  N14 1.006
27 C -3.387 0.378 -5.526  C28 1.512, H34 1.090, H35 1.089, H36 1.090
28 C -3.792 -0.888 -4.804  C27 1.512, O29 1.442, H37 1.087, H38 1.089
29 O -2.814 -1.933 -4.978  C28 1.442, C30 1.317
30 C -1.741 -1.863 -4.217  O29 1.317, O31 1.211, O32 1.336
31 O -1.499 -1.029 -3.374  C30 1.211
32 O -0.944 -2.894 -4.515  C30 1.336, C33 1.420
33 C 0.259 -2.893 -3.761  O32 1.420, H39 1.090, H40 1.091, H41 1.086
34 H -3.186 0.169 -6.577  C27 1.090
35 H -4.186 1.116 -5.464  C27 1.089
36 H -2.486 0.809 -5.092  C27 1.090
37 H -4.710 -1.290 -5.224  C28 1.087
38 H -3.957 -0.714 -3.741  C28 1.089
39 H 0.026 -2.817 -2.699  C33 1.090
40 H 0.883 -2.054 -4.074  C33 1.091
41 H 0.786 -3.823 -3.953  C33 1.086
42 C -2.300 -5.460 -3.189  C43 1.513, H49 1.091, H50 1.084, H51 1.091
43 C -3.135 -5.647 -4.436  C42 1.513, O44 1.435, H52 1.088, H53 1.089
44 O -3.997 -6.789 -4.327  C43 1.435, C45 1.329
45 C -5.095 -6.590 -3.606  O44 1.329, O46 1.206, O47 1.326
46 O -5.411 -5.554 -3.075  C45 1.206
47 O -5.783 -7.724 -3.563  C45 1.326, C48 1.432
48 C -6.977 -7.667 -2.774  O47 1.432, H54 1.088, H55 1.089, H56 1.085
49 H -1.746 -6.370 -2.953  C42 1.091
50 H -1.597 -4.647 -3.326  C42 1.084
51 H -2.927 -5.229 -2.327  C42 1.091
52 H -2.499 -5.843 -5.297  C43 1.088
53 H -3.725 -4.758 -4.657  C43 1.089
54 H -7.609 -6.838 -3.083  C48 1.088
55 H -6.728 -7.573 -1.718  C48 1.089
56 H -7.497 -8.604 -2.942  C48 1.085
57 C 4.114 5.458 0.063  C58 1.515, H64 1.092, H65 1.092, H66 1.089
58 C 3.714 6.903 -0.153  C57 1.515, O59 1.429, H67 1.089, H68 1.089
59 O 4.627 7.791 0.497  C58 1.429, C60 1.338
60 C 5.778 8.000 -0.153  O59 1.338, O61 1.201, O62 1.329
61 O 6.080 7.523 -1.213  C60 1.201
62 O 6.524 8.815 0.586  C60 1.329, C63 1.434
63 C 7.828 9.070 0.046  O62 1.434, H69 1.087, H70 1.088, H71 1.085
64 H 4.226 5.252 1.129  C57 1.092
65 H 3.357 4.788 -0.350  C57 1.092
66 H 5.066 5.237 -0.419  C57 1.089
67 H 2.746 7.104 0.303  C58 1.089
68 H 3.644 7.147 -1.212  C58 1.089
69 H 7.761 9.411 -0.983  C63 1.087
70 H 8.441 8.173 0.107  C63 1.088
71 H 8.262 9.850 0.663  C63 1.085
72 C 3.058 -7.950 -0.979  C73 1.513, H79 1.091, H80 1.090, H81 1.089
73 C 2.826 -6.631 -0.275  C72 1.513, O74 1.438, H82 1.089, H83 1.089
74 O 1.439 -6.252 -0.296  C73 1.438, C75 1.337
75 C 0.676 -6.872 0.610  O74 1.337, O76 1.200, O77 1.331
76 O 1.058 -7.654 1.436  C75 1.200
77 O -0.579 -6.462 0.443  C75 1.331, C78 1.433
78 C -1.528 -7.093 1.313  O77 1.433, H84 1.087, H85 1.088, H86 1.086
79 H 2.652 -7.919 -1.990  C72 1.091
80 H 4.124 -8.165 -1.035  C72 1.090
81 H 2.570 -8.765 -0.447  C72 1.089
82 H 3.348 -5.827 -0.794  C73 1.089
83 H 3.186 -6.657 0.753  C73 1.089
84 H -1.218 -7.008 2.352  C78 1.087
85 H -1.647 -8.140 1.043  C78 1.088
86 H -2.468 -6.570 1.168  C78 1.086
87 C -6.405 -2.761 -0.544  C88 1.514, H94 1.091, H95 1.091, H96 1.090
88 C -7.293 -3.870 -1.068  C87 1.514, O89 1.438, H97 1.085, H98 1.090
89 O -8.091 -4.443 -0.017  C88 1.438, C90 1.331
90 C -9.163 -3.737 0.334  O89 1.331, O91 1.203, O92 1.332
91 O -9.524 -2.700 -0.159  C90 1.203
92 O -9.783 -4.388 1.317  C90 1.332, C93 1.430
93 C -10.944 -3.725 1.825  O92 1.430, H99 1.087, H100 1.089, H101 1.086
94 H -5.801 -3.121 0.290  C87 1.091
95 H -5.741 -2.410 -1.335  C87 1.091
96 H -6.996 -1.917 -0.188  C87 1.090
97 H -6.685 -4.680 -1.455  C88 1.085
98 H -7.935 -3.517 -1.874  C88 1.090
99 H -11.632 -3.475 1.021  C93 1.087
100 H -10.657 -2.823 2.363  C93 1.089
101 H -11.418 -4.422 2.509  C93 1.086
102 C 5.429 9.908 3.517  C103 1.512, H109 1.091, H110 1.089, H111 1.090
103 C 5.344 8.405 3.660  C102 1.512, O104 1.438, H112 1.084, H113 1.090
104 O 6.197 7.926 4.713  C103 1.438, C105 1.330
105 C 5.718 8.069 5.946  O104 1.330, O106 1.203, O107 1.332
106 O 4.639 8.508 6.243  C105 1.203
107 O 6.634 7.614 6.800  C105 1.332, C108 1.430
108 C 6.274 7.746 8.178  O107 1.430, H114 1.087, H115 1.088, H116 1.086
109 H 6.466 10.219 3.388  C102 1.091
110 H 4.853 10.241 2.655  C102 1.089
111 H 5.041 10.407 4.406  C102 1.090
112 H 5.694 7.928 2.752  C103 1.084
113 H 4.318 8.078 3.833  C103 1.090
114 H 5.300 7.303 8.370  C108 1.087
115 H 6.268 8.796 8.467  C108 1.088
116 H 7.035 7.217 8.743  C108 1.086

Mulliken atomic charge list, values in e, 2 entries: C -1.367; C 0.502

---

2.
The following is a quantum chemistry calculation of a cluster of 7 separate species, C31H60F12N3O12S4 in total, from the Open Molecules 2025 dataset.

Calculated values
* multiplicity: 1
* frontier orbital gap: 8.53 eV
* calculated total energy: -138113.639 eV
* net charge: -1
* E_LUMO: 0.054 hartree

Last columns: bonded neighbours and bond lengths (Å).
CARTESIAN COORDINATES (ANGSTROEM)
1 C -0.187 -3.721 4.047  C2 1.528, H11 1.091, H12 1.104, H13 1.086
2 C -0.035 -2.212 4.227  C1 1.528, C3 1.558, H14 1.060, H15 1.078
3 C 1.377 -1.593 4.004  C2 1.558, N4 1.513, H16 1.074, H17 1.098
4 N 1.430 -0.103 3.741  C3 1.513, C5 1.516, C9 1.501, C10 1.516
5 C 0.801 0.311 2.425  N4 1.516, C6 1.550, H18 1.113, H19 1.133
6 C 0.934 1.833 2.164  C5 1.550, C7 1.531, H20 1.089, H21 1.090
7 C 2.433 2.089 1.990  C6 1.531, C8 1.536, H22 1.081, H23 1.058
8 C 3.181 1.624 3.248  C7 1.536, C9 1.530, H24 1.114, H25 1.125
9 C 2.892 0.144 3.508  N4 1.501, C8 1.530, H26 1.110, H27 1.131
10 C 0.913 0.677 4.934  N4 1.516, H28 1.099, H29 1.114, H30 1.109
11 H -1.157 -4.058 4.414  C1 1.091
12 H 0.637 -4.163 4.634  C1 1.104
13 H -0.078 -3.954 2.991  C1 1.086
14 H -0.438 -1.958 5.175  C2 1.060
15 H -0.709 -1.676 3.577  C2 1.078
16 H 1.939 -2.025 3.198  C3 1.074
17 H 2.015 -1.817 4.869  C3 1.098
18 H 1.394 -0.225 1.651  C5 1.113
19 H -0.276 -0.037 2.471  C5 1.133
20 H 0.391 2.092 1.256  C6 1.089
21 H 0.630 2.450 3.009  C6 1.090
22 H 2.732 1.586 1.082  C7 1.081
23 H 2.531 3.123 1.787  C7 1.058
24 H 4.283 1.767 3.173  C8 1.114
25 H 2.844 2.309 4.074  C8 1.125
26 H 3.230 -0.552 2.713  C9 1.110
27 H 3.397 -0.234 4.447  C9 1.131
28 H 1.324 1.694 4.995  C10 1.099
29 H 1.164 0.101 5.854  C10 1.114
30 H -0.163 0.707 4.666  C10 1.109
31 C 3.005 -2.284 -5.811  C32 1.561, H41 1.109, H42 1.120, H43 1.119
32 C 1.865 -2.712 -4.834  C31 1.561, C33 1.525, H44 1.064, H45 1.103
33 C 2.672 -3.339 -3.701  C32 1.525, N34 1.541, H46 1.134, H47 1.119
34 N 2.037 -3.748 -2.358  C33 1.541, C35 1.507, C39 1.566, C40 1.479
35 C 3.042 -4.134 -1.302  N34 1.507, C36 1.495, H48 1.123, H49 1.081
36 C 2.359 -4.466 -0.014  C35 1.495, C37 1.557, H50 1.111, H51 1.123
37 C 1.602 -3.253 0.602  C36 1.557, C38 1.511, H52 1.064, H53 1.069
38 C 0.703 -2.661 -0.458  C37 1.511, C39 1.530, H54 1.113, H55 1.122
39 C 1.350 -2.445 -1.827  N34 1.566, C38 1.530, H56 1.107, H57 1.090
40 C 1.005 -4.785 -2.570  N34 1.479, H58 1.077, H59 1.064, H60 1.114
41 H 2.529 -1.939 -6.751  C31 1.109
42 H 3.761 -3.071 -6.063  C31 1.120
43 H 3.502 -1.429 -5.288  C31 1.119
44 H 1.225 -3.441 -5.272  C32 1.064
45 H 1.428 -1.773 -4.454  C32 1.103
46 H 3.401 -2.552 -3.331  C33 1.134
47 H 3.226 -4.207 -4.138  C33 1.119
48 H 3.739 -3.269 -1.137  C35 1.123
49 H 3.587 -4.994 -1.666  C35 1.081
50 H 3.207 -4.709 0.661  C36 1.111
51 H 1.757 -5.412 -0.061  C36 1.123
52 H 2.263 -2.481 0.917  C37 1.064
53 H 1.002 -3.466 1.460  C37 1.069
54 H 0.442 -1.647 -0.080  C38 1.113
55 H -0.227 -3.272 -0.609  C38 1.122
56 H 2.187 -1.720 -1.855  C39 1.107
57 H 0.573 -2.073 -2.494  C39 1.090
58 H 1.376 -5.552 -3.230  C40 1.077
59 H 0.199 -4.319 -3.086  C40 1.064
60 H 0.646 -5.269 -1.633  C40 1.114
61 C -5.638 0.132 -0.884  C62 1.534, H71 1.081, H72 1.085, H73 1.071
62 C -4.227 0.635 -1.212  C61 1.534, C63 1.546, H74 1.108, H75 1.099
63 C -3.912 1.840 -0.296  C62 1.546, N64 1.565, H76 1.086, H77 1.091
64 N -2.520 2.441 -0.683  C63 1.565, C65 1.480, C69 1.503, C70 1.503
65 C -2.804 3.280 -1.869  N64 1.480, C66 1.468, H78 1.143, H79 1.072
66 C -1.661 4.147 -2.178  C65 1.468, C67 1.547, H80 1.099, H81 1.070
67 C -1.428 5.103 -0.985  C66 1.547, C68 1.516, H82 1.076, H83 1.085
68 C -0.997 4.300 0.227  C67 1.516, C69 1.543, H84 1.079, H85 1.111
69 C -2.112 3.271 0.502  N64 1.503, C68 1.543, H86 1.122, H87 1.082
70 C -1.487 1.380 -0.940  N64 1.503, H88 1.095, H89 1.099, H90 1.113
71 H -5.668 -0.017 0.186  C61 1.081
72 H -5.648 -0.835 -1.377  C61 1.085
73 H -6.414 0.825 -1.142  C61 1.071
74 H -4.130 0.883 -2.288  C62 1.108
75 H -3.457 -0.114 -0.984  C62 1.099
76 H -3.839 1.414 0.701  C63 1.086
77 H -4.627 2.660 -0.367  C63 1.091
78 H -3.704 3.922 -1.578  C65 1.143
79 H -3.049 2.645 -2.698  C65 1.072
80 H -1.861 4.822 -3.022  C66 1.099
81 H -0.784 3.564 -2.366  C66 1.070
82 H -2.303 5.711 -0.833  C67 1.076
83 H -0.616 5.764 -1.271  C67 1.085
84 H -0.741 4.906 1.083  C68 1.079
85 H -0.079 3.744 -0.058  C68 1.111
86 H -3.036 3.862 0.741  C69 1.122
87 H -1.874 2.556 1.280  C69 1.082
88 H -0.440 1.700 -0.910  C70 1.095
89 H -1.573 0.906 -1.927  C70 1.099
90 H -1.601 0.601 -0.152  C70 1.113
91 C 1.958 5.533 4.003  F92 1.325, F93 1.340, F94 1.359, S95 1.860
92 F 3.282 5.558 3.935  C91 1.325
93 F 1.618 4.262 4.254  C91 1.340
94 F 1.579 6.197 5.127  C91 1.359
95 S 1.313 6.208 2.394  C91 1.860, O96 1.443, O97 1.422, O98 1.455
96 O 1.801 7.562 2.483  S95 1.443
97 O 1.880 5.252 1.506  S95 1.422
98 O -0.128 6.090 2.548  S95 1.455
99 C -2.588 -1.573 -4.984  F100 1.331, F101 1.346, F102 1.344, S103 1.904
100 F -3.171 -2.062 -6.076  C99 1.331
101 F -1.270 -1.493 -5.247  C99 1.346
102 F -3.058 -0.323 -4.828  C99 1.344
103 S -2.831 -2.691 -3.463  C99 1.904, O104 1.427, O105 1.446, O106 1.472
104 O -2.322 -1.830 -2.444  S103 1.427
105 O -4.227 -3.060 -3.399  S103 1.446
106 O -1.929 -3.810 -3.777  S103 1.472
107 C 2.050 1.099 -3.817  F108 1.327, F109 1.344, F110 1.306, S111 1.853
108 F 2.698 1.189 -4.972  C107 1.327
109 F 1.463 2.296 -3.656  C107 1.344
110 F 1.048 0.296 -4.057  C107 1.306
111 S 3.129 0.736 -2.354  C107 1.853, O112 1.425, O113 1.507, O114 1.478
112 O 3.977 1.881 -2.361  S111 1.425
113 O 2.067 0.570 -1.298  S111 1.507
114 O 3.682 -0.570 -2.768  S111 1.478
115 C -4.051 -1.595 3.108  F116 1.327, F117 1.311, F118 1.287, S119 1.848
116 F -4.786 -1.836 4.187  C115 1.327
117 F -3.307 -2.659 2.924  C115 1.311
118 F -4.948 -1.616 2.185  C115 1.287
119 S -3.054 -0.039 3.086  C115 1.848, O120 1.444, O121 1.468, O122 1.493
120 O -3.983 1.065 3.088  S119 1.444
121 O -2.174 -0.134 4.257  S119 1.468
122 O -2.379 -0.305 1.781  S119 1.493

Mulliken atomic charge list, values in e, 2 entries: C -1.444; C 0.274

---

In order of appearance, molecular weight = 865.73 1023.07 u.